# 1
54
Properties=species:S:1:pos:R:3 method="wB97M-V/def2-TZVPD" e_tot_ha=-1243.11288 homo_lumo_gap_ha=0.108 relative_energy_kj_mol=0.0 lumo_ev=-2.834
C 1.8064 3.7414 4.2641
C 2.5786 4.1110 2.9883
C 2.3354 5.5844 2.6580
C 4.0786 3.8875 3.2304
C 2.0965 3.1944 1.8533
C 1.4863 3.6939 0.6940
C 0.9611 2.8562 -0.2620
C 1.0326 1.4185 -0.1383
O 0.5071 0.6562 -1.0016
C 1.7266 0.9358 1.0428
C 2.2343 1.8029 1.9853
H 1.9605 2.6889 4.5308
H 2.1387 4.3638 5.1024
H 0.7312 3.9028 4.1132
H 2.9044 5.8799 1.7682
H 1.2703 5.7700 2.4773
H 2.6565 6.2161 3.4934
H 4.6552 4.1761 2.3428
H 4.4187 4.5008 4.0727
H 4.3007 2.8393 3.4611
H 1.4124 4.7677 0.5390
H 0.4607 3.2491 -1.1412
H 1.8108 -0.1387 1.1733
H 2.7445 1.3978 2.8632
C -0.2358 -4.4218 -6.5723
C -0.3369 -3.7268 -5.2661
C -1.1899 -4.2299 -4.2842
F -1.9533 -5.3260 -4.6053
C -1.3194 -3.6880 -3.0213
C -0.6831 -2.4401 -2.7427
C -0.8419 -1.6828 -1.5603
C -1.8213 -1.8195 -0.5506
C -2.9724 -2.6698 -0.6100
C -3.7040 -2.8711 0.5400
F -4.6725 -3.8470 0.5445
C -3.5209 -2.1470 1.7204
C -4.4149 -2.3784 2.8798
C -2.4843 -1.1960 1.7349
C -1.6625 -1.0500 0.6410
C 0.2176 -1.9353 -3.7352
C 0.3984 -2.5677 -4.9484
H 0.5614 -3.9633 -7.1609
H -0.0079 -5.4868 -6.4441
H -1.1707 -4.3533 -7.1425
H -1.8881 -4.2108 -2.2586
H -0.0748 -0.9350 -1.4023
H -3.2640 -3.1484 -1.5422
H -4.1625 -1.6623 3.6642
H -5.4694 -2.2445 2.6104
H -4.3011 -3.3904 3.2863
H -2.3366 -0.5868 2.6314
H -0.8472 -0.3304 0.6502
H 0.7457 -1.0136 -3.4842
H 1.1038 -2.1730 -5.6823


# 2
113
Properties=species:S:1:pos:R:3 method="wB97M-V/def2-TZVPD" e_tot_ha=-2509.50842 homo_lumo_gap_ha=0.199 total_charge=-2 relative_energy_kj_mol=110.9 lumo_ev=4.311
Cd 0.2613 -0.1702 -0.1711
C 4.4712 4.4720 1.8705
C 3.3313 4.5751 0.8538
C 2.3033 3.5151 1.0955
C 1.1527 3.6170 1.8223
C 0.5694 4.8426 2.4534
C 0.9967 5.0258 3.9126
C 0.5492 2.2942 1.8074
C -0.5655 1.9162 2.5532
C -1.1691 0.6619 2.5976
C -2.3369 0.3341 3.4092
C -3.0721 1.2772 4.3086
C -4.0647 2.1094 3.4918
C -2.6582 -0.9551 3.1116
C -1.6680 -1.4047 2.1446
C -1.6528 -2.6649 1.5567
C -0.7547 -3.1231 0.5953
N 0.2856 -2.4209 0.1063
C 0.9300 -3.2043 -0.7815
C 2.0861 -2.8428 -1.4676
C 2.7720 -1.6341 -1.3945
N 2.4908 -0.6099 -0.5659
C 3.3875 0.3672 -0.8016
C 3.3660 1.6283 -0.2097
C 2.3632 2.1455 0.6094
N 1.2946 1.4564 1.0578
C 4.3433 -0.0700 -1.8103
C 3.9390 -1.3111 -2.2016
C 4.5187 -2.1696 -3.2846
C 5.4509 -3.2558 -2.7383
C 5.5236 0.7044 -2.3106
C 5.1346 1.7371 -3.3725
C 0.2639 -4.4948 -0.8756
C -0.7915 -4.4429 -0.0104
C -1.7912 -5.5149 0.2965
C -1.4214 -6.2875 1.5665
C 0.6323 -5.6170 -1.7967
C 0.0884 -5.3650 -3.2079
N -0.7859 -0.4189 1.8925
C -3.7860 -1.7802 3.6480
C -3.3104 -2.7249 4.7546
H 5.2471 5.2095 1.6611
H 4.9106 3.4774 1.8363
H 4.0885 4.6397 2.8763
H 3.7398 4.4846 -0.1565
H 2.8732 5.5660 0.9322
H -0.5189 4.7777 2.3989
H 0.8741 5.7248 1.8810
H 0.7460 4.1396 4.4917
H 0.5024 5.8912 4.3580
H 2.0727 5.1786 3.9787
H -1.0183 2.6871 3.1660
H -2.3652 1.9452 4.8110
H -3.6064 0.7228 5.0902
H -3.5405 2.6133 2.6828
H -4.5624 2.8543 4.1169
H -4.8159 1.4627 3.0410
H -2.4352 -3.3527 1.8567
H 2.4905 -3.5797 -2.1524
H 4.1641 2.3105 -0.4809
H 5.0753 -1.5452 -3.9916
H 3.7036 -2.6432 -3.8384
H 6.2808 -2.8011 -2.2005
H 5.8550 -3.8688 -3.5469
H 4.9162 -3.9006 -2.0446
H 6.2608 0.0162 -2.7399
H 6.0064 1.2131 -1.4697
H 4.6580 1.2460 -4.2193
H 6.0138 2.2822 -3.7258
H 4.4241 2.4513 -2.9643
H -1.8602 -6.2143 -0.5433
H -2.7769 -5.0618 0.4292
H -0.4530 -6.7691 1.4435
H -2.1678 -7.0517 1.7900
H -1.3554 -5.6091 2.4137
H 0.2297 -6.5627 -1.4144
H 1.7211 -5.7210 -1.8443
H -1.0005 -5.3929 -3.2011
H 0.4535 -6.1155 -3.9132
H 0.3990 -4.3801 -3.5490
H -4.2281 -2.3655 2.8372
H -4.5680 -1.1257 4.0433
H -2.5322 -3.3842 4.3776
H -4.1347 -3.3309 5.1336
H -2.8919 -2.1503 5.5787
C -0.8529 -0.4026 -4.4804
C -0.3200 0.4057 -3.2856
O 0.4165 -0.2438 -2.4605
C -0.6291 1.7257 -3.2156
C -0.1167 2.5540 -2.1042
C 1.2758 3.1125 -2.2788
N -0.7455 2.8827 -1.0400
N -2.0463 2.6350 -0.8544
C -2.5672 1.4510 -0.6689
O -1.9957 0.3302 -0.5295
C -4.0593 1.5186 -0.6145
C -4.8184 0.3487 -0.5635
C -6.1973 0.4002 -0.6287
C -6.8534 1.6169 -0.7357
C -6.1075 2.7863 -0.8009
C -4.7310 2.7366 -0.7386
H -0.1588 -1.2155 -4.6882
H -0.9688 0.2108 -5.3735
H -1.8220 -0.8316 -4.2296
H -1.3511 2.1575 -3.9021
H 1.2950 3.8143 -3.1192
H 1.9617 2.2981 -2.5013
H 1.5936 3.6246 -1.3753
H -4.2899 -0.5899 -0.4869
H -6.7771 -0.5149 -0.5991
H -7.9370 1.6558 -0.7607
H -6.6175 3.7380 -0.9091
H -4.1321 3.6319 -0.8043


# 3
44
Properties=species:S:1:pos:R:3 method="wB97M-V/def2-TZVPD" e_tot_ha=-1164.58375 homo_lumo_gap_ha=0.282 total_charge=+1 lumo_ev=-3.795
N 4.0779 -1.0672 0.7371
S 3.6584 -2.5130 0.0391
C 1.8909 -2.6443 -0.1916
C 0.8590 -2.3405 0.9710
N 0.0976 -1.1666 0.6057
N -0.0312 -3.4828 1.0531
N 1.4052 -2.0774 2.2914
H 3.6482 -0.2942 0.2304
H 3.8479 -1.0244 1.7231
H 3.8017 -3.3199 1.0942
H 1.7882 -3.6847 -0.5259
H 1.7206 -2.0310 -1.0824
H 0.5777 -0.5429 -0.0320
H -0.7907 -1.4334 0.2028
H 0.3576 -4.3511 0.7171
H -0.3244 -3.6133 2.0144
H 2.0509 -2.7637 2.6609
H 1.6933 -1.1233 2.4452
C -3.6677 -0.2191 0.5093
C -4.8925 0.4624 -0.1002
C -4.5700 1.9306 0.1433
O -3.1444 2.0349 0.0824
C -2.5498 0.7418 0.1140
H -3.5039 -1.2331 0.1436
H -3.7635 -0.2605 1.5959
H -4.9505 0.2548 -1.1701
H -5.8323 0.1599 0.3573
H -4.9084 2.2550 1.1318
H -5.0006 2.5952 -0.6049
H -2.1556 0.4970 -0.8828
H -1.7121 0.7676 0.8131
C 2.5506 2.6506 -1.1437
C 1.1281 3.1328 -0.8576
C 0.3135 2.2822 -1.8217
O 1.0241 1.0275 -1.9318
C 2.3209 1.1628 -1.3727
H 3.2537 2.8506 -0.3365
H 2.9366 3.1123 -2.0529
H 0.8519 2.9096 0.1752
H 0.9863 4.1982 -1.0223
H 0.2476 2.7521 -2.8054
H -0.6941 2.0811 -1.4639
H 2.3547 0.6188 -0.4044
H 3.0484 0.7087 -2.0486


# 4
14
Properties=species:S:1:pos:R:3 method="wB97M-V/def2-TZVPD" e_tot_ha=-212.50968 homo_lumo_gap_ha=0.372 relative_energy_kj_mol=108.9 smiles=C[C@H]1CN1C lumo_ev=1.193
C -1.4492 0.3227 -0.6021
C -0.5818 0.5106 0.6270
C 0.1109 -0.6559 1.2353
N 0.8715 0.3916 0.5933
C 1.5447 -0.0264 -0.6194
H -2.4719 0.0273 -0.3366
H -1.5164 1.2500 -1.1822
H -1.0567 -0.4598 -1.2595
H -0.8889 1.3206 1.2920
H 0.0251 -1.5887 0.6726
H 0.2377 -0.7858 2.3053
H 2.5248 -0.4061 -0.3143
H 1.0259 -0.8422 -1.1565
H 1.6910 0.8200 -1.2998